Molecular formula: C12H24AgAs2F12O9
Method: DFT, wB97M-V/def2-TZVPD

```
60
C12H24AgAs2F12O9 | the Open Molecules 2025 dataset | wB97M-V/def2-TZVPD
Ag 0.232 -1.817 0.909
As 1.403 -4.958 5.897
F 1.137 -3.216 5.446
F 1.417 -5.288 4.137
F 1.532 -6.757 6.325
F 1.401 -4.421 7.647
F -0.376 -5.178 5.997
F 3.223 -4.730 5.836
As -6.536 -2.651 2.031
F -6.523 -3.851 3.390
F -4.742 -2.795 1.919
F -6.564 -1.518 0.623
F -8.298 -2.603 2.264
F -6.436 -1.164 3.052
F -6.660 -4.079 0.882
C -5.071 -0.227 -6.736
C -4.160 -0.786 -5.623
O -2.840 -0.837 -6.111
C -1.817 -1.378 -5.458
O -1.886 -1.818 -4.302
O -0.707 -1.419 -6.278
C 0.363 -2.353 -6.089
H -5.221 -0.966 -7.523
H -4.627 0.653 -7.201
H -6.087 -0.013 -6.403
H -4.526 -1.787 -5.392
H -4.249 -0.075 -4.802
H 1.323 -2.020 -6.483
H 0.125 -3.246 -6.667
H 0.475 -2.642 -5.043
C -4.899 5.493 1.327
C -3.673 4.635 1.376
O -2.565 5.137 1.964
C -1.503 4.327 1.962
O -1.425 3.249 1.419
O -0.651 4.871 2.822
C 0.592 4.219 2.986
H -4.685 6.449 0.850
H -5.199 5.719 2.350
H -5.680 4.939 0.806
H -3.475 4.396 0.331
H -4.022 3.666 1.732
H 1.254 4.882 3.542
H 1.152 4.030 2.070
H 0.518 3.352 3.643
C 9.132 -0.324 2.226
C 7.693 -0.513 1.695
O 7.595 -0.235 0.302
C 6.503 0.275 -0.231
O 5.352 0.182 0.207
O 6.918 0.877 -1.348
C 5.933 1.538 -2.208
H 9.446 0.710 2.086
H 9.865 -0.968 1.740
H 9.035 -0.556 3.286
H 7.031 0.083 2.324
H 7.508 -1.587 1.726
H 6.004 2.609 -2.017
H 4.891 1.314 -1.982
H 6.048 1.171 -3.228
```

Properties
Multiplicity: 1
Charge: -1
Total energy: -189551.3018 eV
Relative energy (zero: lowest compared OMol25 entry of this formula, charge and spin): 6.023 eV
Kohn-Sham gap: 6.22 eV
LUMO level: -2.84 eV



Molecular formula: C12H24AlFO9
Method: DFT, wB97M-V/def2-TZVPD

```
47
C12H24AlFO9 | the Open Molecules 2025 dataset | wB97M-V/def2-TZVPD
Al 2.937 3.523 0.602
F 2.174 1.013 0.125
C 1.898 -2.539 -0.841
C 1.335 -1.383 -1.620
O 0.364 -1.907 -2.511
C -0.302 -1.060 -3.307
O 0.005 0.077 -3.523
O -1.382 -1.596 -3.847
C -2.029 -2.757 -3.339
H 2.626 -2.193 -0.110
H 2.326 -3.284 -1.510
H 1.069 -2.991 -0.276
H 2.164 -0.912 -2.166
H 0.821 -0.626 -0.972
H -1.579 -3.180 -2.446
H -1.951 -3.518 -4.126
H -3.091 -2.590 -3.171
C 0.287 -0.083 2.711
C -0.459 -1.229 2.062
O 0.170 -2.477 2.287
C -0.078 -3.086 3.482
O -0.936 -2.696 4.225
O 0.730 -4.067 3.750
C 1.930 -4.296 3.002
H 0.381 -0.248 3.789
H -0.234 0.870 2.589
H 1.248 0.136 2.238
H -0.489 -1.020 0.983
H -1.483 -1.248 2.430
H 2.654 -3.509 3.218
H 1.683 -4.313 1.944
H 2.411 -5.229 3.278
C -1.421 1.518 -0.720
C -2.055 2.627 0.099
O -2.023 3.899 -0.516
C -0.875 4.556 -0.519
O 0.122 4.203 0.104
O -1.060 5.718 -1.088
C 0.030 6.628 -1.180
H -0.365 1.640 -0.950
H -2.039 1.355 -1.608
H -1.544 0.540 -0.239
H -1.725 2.629 1.140
H -3.099 2.329 0.197
H 0.381 6.978 -0.209
H -0.391 7.507 -1.663
H 0.862 6.292 -1.797
```

Properties
Multiplicity: 1
Charge: +2
Total energy: -40550.0820 eV
Relative energy (zero: lowest compared OMol25 entry of this formula, charge and spin): 0.000 eV
Kohn-Sham gap: 2.44 eV
LUMO level: -13.96 eV